Entry w
An isolated molecule of C7H12. Source: the OMol25 dataset; level of theory: ωB97M-V with the def2-TZVPD basis set.

Element x y z (Å)
C 2.444 -0.239 -0.733
C 1.020 0.284 -0.865
C 0.257 0.284 0.463
C -0.974 1.227 0.681
C -1.859 0.002 0.902
C -1.779 -0.869 -0.312
C -0.671 -0.915 0.697
H 2.901 -0.397 -1.715
H 2.455 -1.195 -0.200
H 3.071 0.462 -0.177
H 1.034 1.285 -1.307
H 0.488 -0.352 -1.577
H 0.959 0.418 1.294
H -1.263 1.866 -0.163
H -0.855 1.851 1.573
H -2.671 -0.081 1.619
H -2.426 -1.736 -0.351
H -1.615 -0.411 -1.287
H -0.409 -1.828 1.227

Calculated values
Orbital gap   10.84 eV
Lowest unoccupied orbital energy   0.045 hartree
E_HOMO   -9.61 eV
Charge   0


Entry x
An isolated molecule of C7H12. Source: the OMol25 dataset; level of theory: ωB97M-V with the def2-TZVPD basis set.

Element x y z (Å)
C -2.519 -0.202 0.009
C -1.132 0.452 0.079
C -0.100 -0.446 0.800
C 1.224 -0.199 0.096
C 2.554 -0.583 0.651
C 0.989 0.263 -1.131
C -0.358 0.905 -1.187
H -2.493 -1.217 -0.403
H -2.924 -0.280 1.030
H -3.241 0.384 -0.571
H -1.269 1.383 0.636
H -0.110 -0.313 1.887
H -0.340 -1.501 0.601
H 0.179 1.823 -0.871
H 2.695 -1.663 0.558
H 2.660 -0.326 1.713
H 3.361 -0.084 0.103
H 1.727 0.507 -1.889
H -0.906 1.096 -2.113

Calculated values
Orbital gap   9.29 eV
Lowest unoccupied orbital energy   0.040 hartree
E_HOMO   -8.21 eV
Charge   0


Tell me which of them is the least stable. Sure, it is entry w.